Formula: C51H39N5O3S4ScSe
Source: the OMol25 dataset
Level of theory: the ωB97M-V functional and the def2-TZVPD basis

Properties
HOMO level (spin up / spin down): -8.429 / -7.479 eV
net charge: +1
2S+1: 1
ΔE to the lowest compared entry with this formula, charge and spin: 3.9934 eV
gap between HOMO and LUMO (spin up / spin down): 5.581 / 4.501 eV

Last column: Mulliken charge in e.
Positions of all 104 atoms, in Å:
Se: -0.076 -2.907 1.298  -0.015
Sc: -0.062 0.218 0.093  0.189
S: -3.175 -1.485 4.565  -0.066
S: -1.606 -2.687 -6.274  -0.181
S: -4.319 2.888 3.906  0.003
S: -1.985 -2.164 1.979  -0.363
O: -1.037 -3.013 4.240  0.057
O: 3.511 -0.149 2.688  -0.456
O: 1.352 2.309 -3.598  -0.491
N: 1.368 -0.286 1.947  0.762
N: -2.271 0.436 0.657  1.594
N: 0.016 1.356 -2.051  0.673
N: -1.091 -1.071 -1.385  0.964
N: 1.997 0.767 -0.424  0.235
C: 2.345 1.358 -1.606  -0.360
C: -6.098 1.051 3.654  -0.553
C: -3.452 3.497 -1.023  -0.804
C: -5.078 0.357 0.922  -1.238
C: -0.094 1.444 3.638  -0.013
C: -0.544 -1.564 -2.492  -1.503
C: -0.629 -2.245 -4.895  0.396
C: -1.997 -2.250 3.753  0.253
C: -0.872 1.715 -3.146  0.328
C: -6.499 1.841 4.746  -0.655
C: -1.296 -5.363 2.381  -0.273
C: 1.043 -5.474 1.804  -0.690
C: 4.379 0.710 0.090  -0.769
C: -0.214 -2.924 -7.238  -0.377
C: 1.211 1.680 -2.424  0.251
C: 0.702 -2.270 -5.227  -0.455
C: 4.696 1.287 -1.125  -0.775
C: -2.120 2.425 -2.707  -0.355
C: -4.474 -0.199 -0.192  0.563
C: -1.248 -6.689 2.774  -0.729
C: -0.927 2.234 4.417  -1.005
C: -4.423 3.783 -1.967  -0.672
C: 3.646 1.632 -1.981  -0.617
C: 3.046 0.473 0.419  -0.260
C: -4.255 3.367 -3.278  -0.766
C: 1.311 -0.632 3.361  -0.561
C: -2.448 -0.873 -1.375  -0.784
C: 0.021 -0.159 5.427  -0.211
C: -3.053 -0.196 -0.283  0.802
C: 0.933 -2.664 -6.556  -0.670
C: -1.262 -1.890 -3.654  1.235
C: -0.076 -7.416 2.651  -0.560
C: -4.285 0.935 1.913  1.059
C: -3.110 2.684 -3.645  -0.390
C: 2.628 -0.019 1.684  0.204
C: 1.073 -6.806 2.172  -0.679
C: -4.687 -1.281 -2.335  -1.393
C: -5.647 2.869 4.990  -0.505
C: 0.037 2.570 -4.073  -0.335
C: -1.322 1.806 5.674  -0.505
C: -1.129 -3.424 5.599  -0.990
C: -2.902 0.974 1.699  -0.578
C: 2.769 -0.438 3.858  -0.345
C: -5.267 -0.754 -1.241  -1.109
C: -0.149 -4.767 1.887  0.888
C: -2.298 2.827 -1.392  0.231
C: 0.364 0.235 4.141  -0.168
C: -2.658 -1.846 -3.574  -1.102
C: -0.845 0.608 6.182  -0.934
C: -4.928 1.482 3.083  -0.054
C: -3.268 -1.350 -2.436  0.747
H: -1.268 3.189 4.047  0.622
H: -1.141 0.281 7.167  0.415
H: -3.585 3.808 0.003  0.486
H: 1.486 -2.014 -4.539  0.441
H: 1.929 -4.966 1.444  0.386
H: -1.996 2.401 6.270  0.501
H: 0.450 -1.066 5.825  0.595
H: -0.163 3.645 -3.969  0.285
H: 1.993 -7.365 2.088  0.404
H: 3.190 -1.325 4.333  0.337
H: 5.722 1.472 -1.404  0.476
H: 1.016 -1.687 3.466  0.267
H: -5.308 4.331 -1.681  0.455
H: -0.018 2.285 -5.123  0.376
H: -5.274 -1.661 -3.155  0.494
H: 5.141 0.444 0.807  0.576
H: -2.134 -7.156 3.176  0.430
H: -2.222 -4.810 2.457  0.499
H: -3.262 -2.181 -4.403  0.488
H: -5.013 3.585 -4.014  0.426
H: -1.913 -4.177 5.690  0.303
H: -0.325 -3.240 -8.255  0.465
H: 3.830 2.110 -2.929  0.561
H: -2.973 2.356 -4.665  0.505
H: -1.168 0.791 -3.666  -0.171
H: 2.841 0.414 4.543  0.331
H: -1.525 2.622 -0.650  0.449
H: -6.153 0.349 1.016  0.616
H: 0.532 -1.716 -2.472  0.258
H: -2.283 1.444 2.454  -0.514
H: -7.392 1.662 5.316  0.458
H: -1.364 -2.579 6.249  0.399
H: -6.652 0.189 3.329  0.495
H: -5.716 3.625 5.745  0.486
H: -0.167 -3.863 5.850  0.261
H: -0.058 -8.458 2.930  0.388
H: 0.226 1.771 2.641  0.685
H: -6.341 -0.717 -1.134  0.539
H: 1.913 -2.757 -6.983  0.406